[1]
14
Properties=species:S:1:pos:R:3 method="wB97M-V/def2-TZVPD" relative_energy_kcal_mol=64.8 lumo_ev=1.17 orbital_gap_ev=10.16 e_homo_ev=-8.99 smiles="C=C=CCC=C" e_tot_ev=-6347.9760
C 1.2784 -1.0835 -0.7489
C 1.6571 -0.5967 0.4070
C 1.2140 0.1441 1.4039
C -0.4990 0.6774 -0.3015
C -1.6882 0.8189 0.2721
C -0.1706 -0.5995 -1.0018
H 1.7795 -1.7846 -1.4165
H 0.5477 -0.2883 2.1450
H 1.4650 1.1908 1.5298
H 0.1232 1.5414 -0.5382
H -2.1616 1.7856 0.3420
H -2.2475 -0.0513 0.6087
H -0.8682 -1.3774 -0.6559
H -0.4297 -0.3767 -2.0456



[2]
14
Properties=species:S:1:pos:R:3 method="wB97M-V/def2-TZVPD" relative_energy_kcal_mol=24.4 lumo_ev=0.65 orbital_gap_ev=9.45 e_homo_ev=-8.80 smiles="C=CC(=C)C=C" e_tot_ev=-6349.7242
C 2.3580 -0.3016 0.3886
C 1.2651 -0.6164 -0.3109
C 0.0079 0.1506 -0.3047
C 0.0090 1.4976 -0.2986
C -1.2517 -0.6311 -0.3000
C -2.3678 -0.2978 0.3756
H 3.2251 -0.9764 0.3699
H 2.3974 0.5715 1.0355
H 1.2758 -1.5469 -0.8908
H 0.9363 2.0685 -0.3424
H -0.9413 2.0165 -0.2211
H -1.2368 -1.5738 -0.8448
H -3.2583 -0.9278 0.2999
H -2.4186 0.5671 1.0438



[3]
14
Properties=species:S:1:pos:R:3 method="wB97M-V/def2-TZVPD" spin_multiplicity=3 relative_energy_kcal_mol=123.0 lumo_ev="0.98 / -1.50" orbital_gap_ev="7.72 / 6.67" e_homo_ev="-6.74 / -8.17" e_tot_ev=-6341.6378 s_squared=2.013
C -0.3791 1.7696 0.2943
C -1.9717 0.3008 0.4177
C 0.7097 0.9378 0.7734
C -1.2985 -0.7089 1.1540
C -0.4004 0.0069 0.0731
C -0.0191 -0.7324 -1.1278
H -0.1386 2.3410 -0.6949
H 1.6067 0.7734 0.1596
H 0.8736 0.9802 1.8799
H -0.9204 -0.8192 2.1083
H -1.7100 -1.7199 0.8568
H -0.3501 -1.7248 -1.2210
H 1.1780 -0.6855 -1.1172
H -0.3150 -0.1652 -2.0455



[4]
21
Properties=species:S:1:pos:R:3 method="wB97M-V/def2-TZVPD" relative_energy_kcal_mol=62.3 lumo_ev=2.06 orbital_gap_ev=5.44 e_homo_ev=-3.37 e_tot_ev=-22632.8308 charge=-1
O -0.1273 -0.1245 -2.1265
O -1.8881 -1.1714 -1.2786
C -0.6490 -0.9980 -1.2217
C -0.5140 -0.2313 -3.4938
C -1.2306 1.0566 -3.8324
H 0.4014 -0.3571 -4.0906
H -1.1500 -1.1065 -3.6958
H -0.7571 1.9137 -3.3320
H -1.1294 1.2506 -4.9098
H -2.2994 1.0057 -3.5816
C 0.2202 -0.2646 2.7282
C 1.6571 -0.7530 2.7668
O 2.2768 -0.0474 3.8771
C 1.5525 1.0477 4.1231
O 0.4661 1.0839 3.3821
O 1.7680 1.7678 5.0755
O -0.0142 -0.8104 0.1217
H -0.2566 -0.8158 3.5683
H 2.2113 -0.4569 1.8612
H 1.7282 -1.8346 2.9316
Ag -2.2659 -0.1546 1.1270



Repeat the fourth record exactly.
21
Properties=species:S:1:pos:R:3 method="wB97M-V/def2-TZVPD" relative_energy_kcal_mol=62.3 lumo_ev=2.06 orbital_gap_ev=5.44 e_homo_ev=-3.37 e_tot_ev=-22632.8308 charge=-1
O -0.1273 -0.1245 -2.1265
O -1.8881 -1.1714 -1.2786
C -0.6490 -0.9980 -1.2217
C -0.5140 -0.2313 -3.4938
C -1.2306 1.0566 -3.8324
H 0.4014 -0.3571 -4.0906
H -1.1500 -1.1065 -3.6958
H -0.7571 1.9137 -3.3320
H -1.1294 1.2506 -4.9098
H -2.2994 1.0057 -3.5816
C 0.2202 -0.2646 2.7282
C 1.6571 -0.7530 2.7668
O 2.2768 -0.0474 3.8771
C 1.5525 1.0477 4.1231
O 0.4661 1.0839 3.3821
O 1.7680 1.7678 5.0755
O -0.0142 -0.8104 0.1217
H -0.2566 -0.8158 3.5683
H 2.2113 -0.4569 1.8612
H 1.7282 -1.8346 2.9316
Ag -2.2659 -0.1546 1.1270



Copy entry 2 word for word.
14
Properties=species:S:1:pos:R:3 method="wB97M-V/def2-TZVPD" relative_energy_kcal_mol=24.4 lumo_ev=0.65 orbital_gap_ev=9.45 e_homo_ev=-8.80 smiles="C=CC(=C)C=C" e_tot_ev=-6349.7242
C 2.3580 -0.3016 0.3886
C 1.2651 -0.6164 -0.3109
C 0.0079 0.1506 -0.3047
C 0.0090 1.4976 -0.2986
C -1.2517 -0.6311 -0.3000
C -2.3678 -0.2978 0.3756
H 3.2251 -0.9764 0.3699
H 2.3974 0.5715 1.0355
H 1.2758 -1.5469 -0.8908
H 0.9363 2.0685 -0.3424
H -0.9413 2.0165 -0.2211
H -1.2368 -1.5738 -0.8448
H -3.2583 -0.9278 0.2999
H -2.4186 0.5671 1.0438